DFT (ωB97M-V with the def2-TZVPD basis set) results for C20H19N3O3RuS5 as an isolated structure.

Atoms and positions in Å:
Ru (-0.110, 0.487, -0.308)
S (-0.950, -1.995, 3.320)
C (-0.644, -1.122, 2.005)
S (-1.788, -0.541, 0.786)
S (0.923, -0.558, 1.396)
C (0.157, -1.419, -4.091)
N (0.627, -2.175, -2.939)
C (0.377, -3.507, -2.677)
C (0.938, -3.793, -1.481)
N (1.533, -2.634, -1.043)
C (1.327, -1.639, -1.926)
S (1.843, -0.012, -1.784)
H (-0.328, -2.112, -4.773)
H (1.002, -0.939, -4.580)
H (-0.545, -0.662, -3.748)
H (-0.179, -4.122, -3.359)
H (0.961, -4.704, -0.912)
H (1.937, -2.458, -0.134)
C (4.080, 3.084, -4.605)
C (2.656, 2.934, -4.154)
C (1.707, 2.323, -4.967)
C (0.402, 2.157, -4.526)
C (0.034, 2.599, -3.266)
C (0.957, 3.246, -2.457)
C (2.258, 3.401, -2.903)
S (-1.624, 2.198, -2.707)
O (-1.920, 3.240, -1.660)
O (-0.612, 2.635, 0.398)
O (-1.351, 0.869, -1.975)
H (4.177, 2.902, -5.675)
H (4.726, 2.373, -4.086)
H (4.460, 4.084, -4.394)
H (1.990, 1.985, -5.956)
H (-0.336, 1.683, -5.166)
H (0.657, 3.627, -1.488)
H (2.984, 3.901, -2.271)
C (1.079, 2.688, 2.630)
C (-0.304, 2.800, 2.765)
C (-1.165, 2.846, 1.634)
C (-2.513, 3.091, 1.759)
C (-3.065, 3.240, 3.035)
C (-2.263, 3.136, 4.178)
C (-0.915, 2.920, 4.039)
C (-4.470, 3.477, 3.169)
N (-5.599, 3.671, 3.277)
H (1.705, 2.614, 3.507)
H (1.550, 2.665, 1.660)
H (-1.219, 2.955, -0.376)
H (-3.140, 3.141, 0.878)
H (-2.709, 3.235, 5.158)
H (-0.285, 2.855, 4.917)

energy above the lowest of the compared OMol25 structures with the same formula, charge and spin	0.0	kJ/mol
calculated total energy	-3249.320834	Ha
spin multiplicity	5
HOMO (spin up / spin down)	-7.31 / -8.46	eV
F_max	0.5	eV/A
frontier orbital gap (spin up / spin down)	7.002 / 7.007	eV
LUMO level (spin up / spin down)	-0.31 / -1.46	eV
expectation value of S²	6.076


DFT (ωB97M-V with the def2-TZVPD basis set) results for a 4-piece molecular cluster, C75H70BIN2O11 overall.

Atoms and positions in Å:
C (4.413, 4.762, 0.174)
C (4.830, 3.369, 0.661)
C (5.308, 2.432, -0.463)
C (4.150, 1.975, -1.341)
C (4.560, 0.947, -2.414)
C (3.760, -0.362, -2.484)
C (2.235, -0.204, -2.385)
C (1.507, -1.438, -1.892)
C (0.734, -2.195, -2.780)
O (0.552, -1.772, -4.081)
C (-0.226, -0.569, -4.198)
C (-1.680, -0.827, -4.519)
N (-2.450, -0.983, -3.279)
C (-3.135, 0.233, -2.878)
C (-3.611, 0.202, -1.438)
C (-4.291, 1.537, -1.094)
O (-4.527, -0.878, -1.251)
C (0.143, -3.410, -2.432)
B (-0.566, -4.264, -3.563)
O (-1.762, -3.859, -4.120)
C (0.045, -5.634, -4.069)
C (1.492, -5.951, -3.679)
C (0.226, -3.864, -1.112)
C (-0.479, -5.132, -0.705)
N (-1.591, -4.845, 0.217)
C (0.904, -3.086, -0.176)
C (1.546, -1.900, -0.567)
C (2.244, -1.149, 0.518)
O (3.269, -0.523, 0.385)
C (1.594, -1.238, 1.859)
I (1.833, 0.459, 3.032)
C (0.976, -2.352, 2.261)
C (0.355, -2.470, 3.627)
C (-0.400, -3.739, 3.992)
C (-1.759, -3.916, 3.354)
C (-2.537, -2.852, 2.903)
C (-3.798, -3.067, 2.350)
C (-4.305, -4.355, 2.260)
C (-3.534, -5.426, 2.700)
C (-2.273, -5.207, 3.231)
C (0.985, -3.479, 1.267)
O (1.105, -4.619, 1.644)
H (4.239, 4.785, -0.901)
H (3.489, 5.093, 0.648)
H (5.174, 5.510, 0.397)
H (5.572, 3.427, 1.457)
H (3.955, 2.882, 1.104)
H (5.751, 1.558, 0.018)
H (6.050, 2.979, -1.050)
H (3.368, 1.608, -0.680)
H (3.735, 2.850, -1.848)
H (5.607, 0.681, -2.246)
H (4.540, 1.441, -3.387)
H (3.961, -0.796, -3.469)
H (4.143, -1.084, -1.772)
H (1.938, 0.640, -1.760)
H (1.893, 0.026, -3.388)
H (-0.174, 0.015, -3.279)
H (0.239, 0.034, -4.983)
H (-2.048, 0.044, -5.080)
H (-1.798, -1.687, -5.170)
H (-3.115, -1.736, -3.377)
H (-2.483, 1.100, -3.010)
H (-4.027, 0.402, -3.506)
H (-2.778, 0.059, -0.753)
H (-3.615, 2.223, -0.584)
H (-5.170, 1.365, -0.478)
H (-4.621, 2.052, -2.001)
H (-5.191, -0.805, -1.946)
H (-1.730, -3.958, -5.077)
H (-0.605, -6.386, -3.603)
H (-0.114, -5.754, -5.144)
H (2.199, -5.442, -4.331)
H (1.684, -7.020, -3.795)
H (1.695, -5.714, -2.636)
H (-0.835, -5.672, -1.581)
H (0.246, -5.780, -0.210)
H (-1.800, -3.855, 0.213)
H (-2.431, -5.342, -0.041)
H (-0.328, -1.623, 3.713)
H (1.130, -2.283, 4.374)
H (0.196, -4.636, 3.847)
H (-0.578, -3.667, 5.071)
H (-2.184, -1.831, 2.973)
H (-4.378, -2.228, 1.990)
H (-5.292, -4.524, 1.852)
H (-3.921, -6.433, 2.617)
H (-1.671, -6.047, 3.552)
O (-2.511, 8.885, 3.791)
C (-1.332, 9.023, 3.544)
C (-0.434, 7.843, 3.387)
C (-0.972, 6.567, 3.503)
C (-0.162, 5.458, 3.330)
C (1.188, 5.619, 3.037)
C (1.733, 6.887, 2.933)
C (0.925, 8.003, 3.111)
C (1.535, 9.360, 3.010)
O (2.724, 9.500, 2.821)
C (0.633, 10.540, 3.146)
C (1.170, 11.816, 3.022)
C (0.345, 12.924, 3.120)
C (-1.018, 12.763, 3.341)
C (-1.556, 11.494, 3.476)
C (-0.733, 10.379, 3.383)
H (-2.024, 6.456, 3.727)
H (-0.582, 4.465, 3.418)
H (1.818, 4.750, 2.891)
H (2.782, 7.022, 2.709)
H (2.230, 11.928, 2.847)
H (0.764, 13.916, 3.021)
H (-1.661, 13.630, 3.410)
H (-2.614, 11.357, 3.652)
O (-6.672, -1.525, -10.999)
C (-6.506, -1.364, -9.810)
C (-6.811, -0.057, -9.159)
C (-7.317, 0.979, -9.934)
C (-7.636, 2.191, -9.344)
C (-7.452, 2.373, -7.977)
C (-6.937, 1.348, -7.203)
C (-6.610, 0.132, -7.790)
C (-6.042, -0.952, -6.943)
O (-5.815, -0.779, -5.763)
C (-5.756, -2.266, -7.587)
C (-5.255, -3.303, -6.809)
C (-5.007, -4.538, -7.382)
C (-5.257, -4.743, -8.735)
C (-5.745, -3.710, -9.517)
C (-5.993, -2.467, -8.947)
H (-7.459, 0.825, -10.994)
H (-8.032, 2.996, -9.948)
H (-7.712, 3.317, -7.518)
H (-6.786, 1.480, -6.140)
H (-5.070, -3.134, -5.757)
H (-4.621, -5.346, -6.774)
H (-5.069, -5.712, -9.179)
H (-5.940, -3.857, -10.570)
O (3.854, -4.524, 7.735)
C (4.631, -3.598, 7.831)
C (4.743, -2.571, 6.756)
C (3.925, -2.674, 5.637)
C (3.983, -1.713, 4.643)
C (4.869, -0.646, 4.760)
C (5.700, -0.548, 5.862)
C (5.642, -1.510, 6.865)
C (6.555, -1.391, 8.037)
O (7.371, -0.497, 8.108)
C (6.428, -2.406, 9.123)
C (7.242, -2.299, 10.243)
C (7.123, -3.215, 11.274)
C (6.189, -4.242, 11.191)
C (5.382, -4.360, 10.072)
C (5.501, -3.445, 9.033)
H (3.244, -3.511, 5.560)
H (3.337, -1.797, 3.779)
H (4.911, 0.108, 3.985)
H (6.396, 0.273, 5.958)
H (7.962, -1.494, 10.298)
H (7.756, -3.129, 12.147)
H (6.092, -4.953, 12.001)
H (4.655, -5.156, 9.994)

energy above the lowest of the compared OMol25 structures with the same formula, charge and spin	0.0	kJ/mol
calculated total energy	-4159.766446	Ha
spin multiplicity	1
HOMO	-8.54	eV
F_max	0.8	eV/A
frontier orbital gap	7.269	eV
LUMO level	-1.27	eV


DFT (ωB97M-V with the def2-TZVPD basis set) results for a 10-piece molecular cluster, C24H72BF4N6O9 overall in a non-equilibrium geometry.

Atoms and positions in Å:
B (1.317, -0.152, 0.062)
F (1.936, 0.588, -0.919)
F (0.252, -0.814, -0.451)
F (2.234, -1.101, 0.539)
F (0.815, 0.605, 1.108)
C (2.121, -4.066, -4.223)
C (1.199, -3.775, -3.019)
C (1.855, -4.102, -1.643)
O (2.062, -5.498, -1.546)
C (2.885, -5.897, -0.488)
N (0.963, -2.344, -3.057)
H (1.641, -4.013, -5.200)
H (2.467, -5.099, -4.191)
H (3.037, -3.496, -4.067)
H (0.289, -4.362, -3.142)
H (1.220, -3.755, -0.827)
H (2.873, -3.713, -1.626)
H (3.925, -5.674, -0.723)
H (2.855, -6.972, -0.307)
H (2.645, -5.444, 0.474)
H (0.560, -2.111, -2.161)
H (0.266, -2.195, -3.772)
C (-4.667, 3.520, -4.582)
C (-3.480, 2.673, -4.943)
C (-2.485, 2.649, -3.756)
O (-1.486, 1.714, -4.059)
C (-0.545, 1.522, -3.009)
N (-4.006, 1.327, -5.249)
H (-5.245, 3.180, -3.722)
H (-5.425, 3.630, -5.357)
H (-4.398, 4.546, -4.332)
H (-2.875, 3.029, -5.777)
H (-2.950, 2.362, -2.813)
H (-2.065, 3.644, -3.609)
H (0.128, 2.360, -2.826)
H (0.096, 0.675, -3.251)
H (-1.110, 1.129, -2.164)
H (-3.260, 0.686, -5.017)
H (-4.739, 1.123, -4.585)
C (2.541, -4.187, 3.080)
C (1.267, -3.449, 2.687)
C (0.036, -3.908, 3.446)
O (-0.311, -5.326, 3.184)
C (-1.711, -5.510, 3.516)
N (1.570, -2.055, 3.095)
H (2.817, -3.965, 4.111)
H (3.454, -4.096, 2.493)
H (2.409, -5.242, 3.317)
H (1.122, -3.552, 1.612)
H (-0.821, -3.270, 3.231)
H (0.327, -3.889, 4.497)
H (-2.332, -4.981, 2.793)
H (-2.044, -5.264, 4.525)
H (-1.787, -6.565, 3.252)
H (0.745, -1.507, 2.895)
H (2.092, -1.818, 2.263)
C (-3.240, -0.812, -2.220)
C (-3.344, -1.723, -1.016)
C (-2.970, -3.170, -1.247)
O (-3.791, -3.838, -2.188)
C (-4.863, -4.487, -1.617)
N (-2.496, -1.248, 0.010)
H (-3.544, 0.212, -2.001)
H (-3.938, -1.137, -2.991)
H (-2.204, -0.837, -2.560)
H (-4.371, -1.751, -0.652)
H (-2.720, -3.720, -0.339)
H (-2.006, -3.310, -1.736)
H (-4.626, -5.118, -0.761)
H (-5.402, -5.041, -2.386)
H (-5.567, -3.783, -1.172)
H (-1.545, -1.087, -0.292)
H (-2.771, -0.313, 0.277)
C (2.462, 5.144, 1.174)
C (1.562, 4.156, 0.416)
C (0.384, 4.803, -0.451)
O (-0.776, 4.017, -0.381)
C (-1.937, 4.599, -0.963)
N (2.339, 3.328, -0.434)
H (1.798, 5.768, 1.773)
H (3.067, 5.701, 0.459)
H (3.076, 4.597, 1.889)
H (1.087, 3.524, 1.166)
H (0.622, 4.929, -1.507)
H (0.142, 5.748, 0.037)
H (-1.681, 4.826, -1.998)
H (-2.253, 5.450, -0.360)
H (-2.709, 3.831, -1.007)
H (3.115, 2.958, 0.098)
H (1.728, 2.556, -0.659)
C (-0.100, 3.458, 5.469)
C (0.919, 3.218, 4.334)
C (2.380, 3.504, 4.763)
O (2.596, 4.878, 4.668)
C (3.930, 5.292, 4.703)
N (0.799, 1.790, 3.983)
H (-1.110, 3.062, 5.362)
H (-0.043, 4.537, 5.612)
H (0.254, 2.984, 6.384)
H (0.704, 3.780, 3.425)
H (3.016, 2.959, 4.065)
H (2.662, 3.145, 5.753)
H (4.371, 4.874, 3.798)
H (4.419, 4.901, 5.595)
H (4.024, 6.374, 4.783)
H (1.067, 1.657, 3.018)
H (-0.175, 1.524, 4.023)
O (-1.615, 1.464, 0.496)
H (-1.185, 2.236, 0.129)
H (-0.897, 0.914, 0.808)
O (3.553, -0.790, -2.841)
H (3.481, -0.121, -2.160)
H (2.752, -1.308, -2.754)
O (4.055, 1.252, 1.341)
H (3.315, 0.872, 0.867)
H (3.923, 0.979, 2.249)

energy above the lowest of the compared OMol25 structures with the same formula, charge and spin	87.3	kJ/mol
calculated total energy	-2387.809985	Ha
spin multiplicity	1
total charge	-1
HOMO	-6.54	eV
F_max	2.5	eV/A
frontier orbital gap	8.987	eV
LUMO level	2.45	eV